Record 1
Entry from the OMol25 dataset: a structure of composition C31H58CrN6O4P (wB97M-V/def2-TZVPD).

Calculated values
**E_tot**: -87920.445 eV
**Total charge**: +2
**HOMO level (spin up / spin down)**: -12.9197 / -13.0266 eV
**⟨S²⟩**: 0.97
**Spin multiplicity**: 2
**Frontier orbital gap (spin up / spin down)**: 7.629 / 7.891 eV

The geometry in XYZ format:
```
101
C31H58CrN6O4P (wB97M-V/def2-TZVPD)
Cr -0.6069 -0.9778 -0.1856
P 1.5110 1.2319 1.5249
O 0.4242 0.3227 0.9772
O -2.1486 -1.0368 -1.0261
O 2.3334 -3.4046 0.8421
O 0.7179 -2.2507 -0.1113
N 1.0491 2.8018 1.4820
N 0.1084 0.0959 -2.0557
N 1.1589 0.7070 -4.6981
N -1.6199 -1.9558 1.3519
N 2.8234 1.1201 0.5214
N 1.9311 0.8897 3.0646
C -0.3709 4.5687 0.7664
C 3.1058 1.5492 3.6766
C -4.4082 -0.4297 -1.0854
C -6.0883 -2.0172 -1.7865
C 1.5498 0.0622 -2.3385
C 0.6921 3.6034 2.6713
C 0.1906 -3.5746 1.8791
C -1.6140 -3.5555 -2.8719
C 0.3295 4.9518 2.0667
C -4.0861 0.9918 -0.6611
C 2.7177 -0.4679 4.8707
C -2.2812 -4.5045 -0.6491
C -5.7319 -0.7498 -1.3583
C 3.8530 0.4188 4.3644
C 0.4324 3.3620 0.2697
C -2.7871 -3.8621 -1.9469
C 1.9545 1.0091 -3.4563
C 1.6220 -0.3497 3.8012
C 5.1466 1.5789 0.3199
C -0.8211 -2.5776 2.4217
C 3.5429 -0.1824 0.5203
C -3.2932 1.7631 -1.7204
C -3.4367 -1.4277 -1.2574
C -3.7575 -2.7148 -1.7086
C -5.1065 -2.9748 -1.9569
C -0.6388 -0.1979 -3.2882
C -3.4267 1.1413 0.7112
C 1.1793 -3.0637 0.8408
C -0.3177 0.7732 -4.4084
C 3.7673 2.2256 0.2364
C 4.8833 0.1428 -0.1251
H -3.9416 0.5458 1.4675
H 5.8755 2.0950 -0.3019
H 3.0268 -1.5029 5.0015
H -0.1387 1.0383 -1.7498
H 1.2036 3.6631 -0.4480
H -2.0342 -5.5546 -0.8026
H -0.5300 1.8066 -4.1302
H -0.2202 2.6227 -0.2077
H -0.1615 3.1672 3.1986
H 2.7720 2.2846 4.4135
H -2.3687 0.8603 0.6917
H -3.3815 -4.6168 -2.4659
H -0.3851 5.3767 0.0377
H 0.6316 -0.2900 4.2553
H 4.4892 0.7838 5.1684
H 4.4831 -0.1190 3.6541
H 1.4107 1.3464 -5.4548
H 1.2368 5.5197 1.8538
H -1.3662 -4.0093 -0.3174
H -1.7088 -0.1877 -3.0863
H -2.2943 -1.3144 1.7620
H -0.8563 0.5343 -5.3240
H 2.9766 -0.9501 -0.0074
H 2.3513 -0.1063 5.8311
H -1.4032 4.2756 0.9640
H -0.3821 -1.2137 -3.5899
H -1.9535 -3.0645 -3.7857
H -3.7077 1.6133 -2.7175
H 1.8129 -0.9693 -2.5891
H 3.0121 0.9159 -3.6996
H 5.6596 -0.5549 0.1807
H -0.3298 -4.4274 1.4322
H -3.3044 2.8320 -1.5055
H -0.3320 -1.7656 2.9440
H 1.7379 2.0488 -3.2056
H -2.2460 1.4379 -1.7245
H -6.4926 0.0100 -1.2312
H -7.1223 -2.2545 -1.9918
H -0.2949 5.5460 2.7300
H 1.6612 -1.1996 3.1205
H 1.5276 3.6680 3.3638
H -1.4771 -3.0816 3.1356
H 3.6280 3.0575 0.9251
H -0.8636 -2.9364 -2.3769
H 3.6972 2.0725 2.9261
H -3.0319 -4.4603 0.1424
H -1.1202 -4.4854 -3.1573
H 3.5874 2.6133 -0.7738
H 3.6806 -0.5441 1.5434
H -5.3823 -3.9623 -2.3051
H 5.5175 1.5932 1.3466
H 4.8061 0.0924 -1.2148
H -2.1779 -2.6732 0.8898
H 0.7769 -3.9796 2.7030
H -5.0586 1.4831 -0.5759
H 2.1010 0.3383 -1.4381
H 1.3915 -0.2360 -5.0229
H -3.4704 2.1822 1.0341
```


Record 2
Entry from the OMol25 dataset: a cluster of 2 separate species, BrClFHSi in total (wB97M-V/def2-TZVPD).

Calculated values
**E_tot**: -93178.303 eV
**Total charge**: 0
**HOMO level**: -10.1218 eV
**Energy above the lowest of the compared OMol25 structures with the same formula, charge and spin**: 2.183 eV
**Frontier orbital gap**: 9.314 eV

The geometry in XYZ format:
```
5
BrClFHSi (wB97M-V/def2-TZVPD)
Br 1.1579 1.3333 0.0195
Cl -3.2013 -0.3333 0.6038
Si 1.7736 -0.6574 -0.8087
F 2.9459 -0.9426 0.2755
H -2.6761 0.5999 -0.0901
```


Record 3
Entry from the OMol25 dataset: a cluster of 6 separate species, C32H69BF3N10O9S in total at a distorted geometry (wB97M-V/def2-TZVPD).

Calculated values
**E_tot**: -87298.488 eV
**Total charge**: -1
**HOMO level**: -4.3338 eV
**Frontier orbital gap**: 6.149 eV

The geometry in XYZ format:
```
125
C32H69BF3N10O9S (wB97M-V/def2-TZVPD)
S -3.2549 -0.5688 1.8895
F -4.9988 1.0579 2.9202
F -3.3215 2.1018 2.1664
F -4.8236 1.2915 0.8428
O -3.1832 -0.9930 3.2517
O 0.5942 -0.8556 1.6312
O 5.3824 0.4627 -7.6425
O 0.1668 0.8572 8.0507
O 5.1067 -2.2289 -4.9351
O -1.2389 -1.6350 0.4636
O -4.1598 -1.4428 1.1932
O -0.3120 4.1555 10.5687
O 2.4396 4.9299 13.4586
N -2.0231 4.1733 9.0902
N 4.7824 2.6051 -8.0826
N -1.3186 6.1245 10.0896
N 6.8031 -2.2908 -6.4250
N 0.7322 1.2115 10.2155
N 6.5009 -4.0161 -4.9134
N 2.0635 3.0563 12.2380
N 3.6038 3.0488 13.9526
N 0.7738 -0.9172 9.3142
N 3.6293 0.8526 -9.0279
C -4.1264 1.0833 1.9326
C -6.4850 -3.5271 -1.4007
C -2.2325 1.0427 -0.9362
C 2.4817 -3.3829 -3.8406
C -5.3392 -3.3313 -2.3643
C 0.1856 0.1155 4.5634
C -4.1412 0.1912 -2.4188
C 2.5866 -2.8368 -2.4089
C -1.5903 -0.4770 1.0811
C -1.1656 4.7775 9.9544
C -4.9749 -2.1685 -2.8359
C 1.2667 -2.9316 -1.5896
C -0.5713 -0.5733 2.3358
C 1.2314 -1.7459 -0.5718
C -1.2408 0.7332 0.2159
C 1.8485 -2.3973 -4.8684
C 4.6490 1.2509 -8.2115
C -1.8292 -0.7939 -2.6475
C -5.2182 -0.8632 -2.1137
C 0.5335 0.4151 9.1207
C 1.0996 1.1058 -5.7250
C -0.1630 1.9604 -5.4512
C 2.6817 3.7596 13.2283
C 1.2137 0.0900 -4.5678
C -0.6438 2.7609 -6.6767
C 2.3546 -0.9256 -4.8177
C -0.5750 -0.5297 5.4991
C 6.0698 -2.8062 -5.3914
C -0.4644 0.6276 3.2831
C -2.8326 -0.1816 -1.6318
C -4.6147 -4.5920 -2.7969
C 0.4902 3.4660 -7.4500
B 0.2322 -1.9709 0.6983
H 2.9932 -1.8266 -2.3427
H 0.1929 1.4069 2.8755
H -1.6561 1.5824 -1.7036
H -1.2792 2.1749 -7.3469
H 4.1888 3.2690 -8.5422
H -2.7290 4.6625 8.5738
H 0.7608 -2.4935 -4.7848
H 6.5070 -1.4018 -6.7975
H -0.9659 1.2717 -5.1694
H -4.4759 -2.1846 -3.8053
H -5.3211 -1.0541 -1.0456
H 3.8222 2.0858 13.7827
H -3.0084 1.7510 -0.6316
H -3.1181 -0.9941 -0.9660
H 2.1100 -2.7866 -5.8610
H 1.8485 -4.2802 -3.8294
H 1.3451 0.6885 -3.6609
H 5.9816 -4.4188 -4.1543
H -0.6843 -1.4772 2.9460
H -1.2566 1.6148 0.8768
H -3.8130 -4.8378 -2.0986
H 0.9653 -0.8671 -1.1846
H 3.4972 -0.1356 -9.1453
H -1.9285 3.1794 8.9665
H 0.0606 4.2191 -8.1167
H -0.6961 6.5952 10.7217
H 1.0188 0.5965 -6.6924
H -1.4350 1.0655 3.5446
H -1.2581 -0.0099 6.1715
H 0.6350 -1.5244 8.5251
H -2.0092 6.6573 9.5966
H -6.1715 -0.4518 -2.4963
H 1.9536 1.7927 -5.7286
H 2.2445 -1.5337 -0.2008
H 2.7517 -0.6855 -5.8102
H 1.2553 -3.8724 -1.0332
H 0.3761 -2.8136 -2.2155
H 1.0255 0.8627 11.1062
H -4.2926 -4.5309 -3.8386
H 0.0329 2.6582 -4.6317
H -4.5176 1.1448 -2.0255
H -7.0344 -4.4130 -1.7393
H 3.0160 1.4862 -9.5043
H 2.2528 2.0957 12.0356
H 0.3146 -3.0929 1.1602
H -2.0400 -0.4673 -3.6750
H 1.0754 -1.3088 10.1856
H -5.3365 -5.4205 -2.7356
H 5.5193 2.9375 -7.4882
H 1.1312 4.0104 -6.7504
H 7.6027 -2.7457 -6.8219
H -1.2894 3.5639 -6.2930
H 0.5585 2.1993 10.1050
H 7.2938 -4.5083 -5.2776
H 4.0792 3.5347 14.6901
H -1.9072 -1.8831 -2.6620
H 3.1746 -0.7565 -4.1233
H -0.4836 -1.6122 5.6450
H -0.8036 -0.4789 -2.4429
H -7.1688 -2.6811 -1.3584
H 1.0465 2.7120 -8.0117
H 3.3038 -3.4828 -1.8810
H -3.9620 0.3074 -3.4899
H 0.2551 -0.4308 -4.5491
H -0.2260 0.6835 -0.1619
H -6.1011 -3.7793 -0.4032
H 1.3808 3.5355 11.6775
H 1.2592 0.2443 4.7093
H 3.4777 -3.6732 -4.1737
```


Record 4
Entry from the OMol25 dataset: a structure of composition C2HAuO2 at a distorted geometry (wB97M-V/def2-TZVPD).

Calculated values
**E_tot**: -9860.582 eV
**Total charge**: +1
**HOMO level (spin up / spin down)**: -13.0292 / -17.1704 eV
**⟨S²⟩**: 3.77
**Spin multiplicity**: 4
**Frontier orbital gap (spin up / spin down)**: 6.351 / 8.153 eV

The geometry in XYZ format:
```
6
C2HAuO2 (wB97M-V/def2-TZVPD)
Au -1.4917 0.1676 1.4328
O 1.6760 -1.1874 -0.8817
O -0.4550 1.2023 0.2520
C 0.8555 -0.3093 -1.0456
C -0.2661 0.0296 -0.1728
H 0.2414 -0.1687 -2.0344
```


Record 5
Entry from the OMol25 dataset: the molecule C6H3NO5 at a distorted geometry (wB97M-V/def2-TZVPD).

Calculated values
**E_tot**: -17993.034 eV
**Total charge**: 0
**SMILES**: O=C(C(=O)[N+](=O)[O-])c1ccco1
**HOMO level**: -9.9383 eV
**Frontier orbital gap**: 8.951 eV

The geometry in XYZ format:
```
15
C6H3NO5 (wB97M-V/def2-TZVPD)
O -2.0529 -0.1000 -0.3839
O 3.3054 -0.0977 1.7103
O 2.1773 -2.1596 0.2882
O -0.8883 -1.7883 1.5871
O 1.3495 0.1625 2.5918
N 2.1349 -0.3454 1.8284
C -0.2807 -1.0907 0.8433
C -0.0637 0.7472 -0.9586
C -2.2458 0.7972 -1.3362
C -0.7184 -0.1526 -0.1372
C 1.5399 -1.3443 0.8435
C -1.0602 1.3637 -1.7308
H -0.9300 2.1233 -2.4728
H -3.2541 0.9484 -1.6717
H 0.9873 0.9362 -1.0015
```